[1]
Entry from the Open Molecules 2025 dataset: a 14-piece molecular cluster, C64H168N12O19 overall in a non-equilibrium geometry (ωB97M-V with the def2-TZVPD basis set).

- net charge = 0
- calculated total energy (Ha) = -4625.2282
- F_max (eV Å⁻¹) = 3.3
- M (g mol⁻¹) = 1410.11
- HOMO (eV) = -8.6
- frontier orbital gap (eV) = 8.8

XYZ file:
```
263
C64H168N12O19 (ωB97M-V with the def2-TZVPD basis set)
C 1.37832 10.03840 0.46973
C 1.07918 9.73710 1.95995
C -0.11903 8.88986 2.21313
O 2.27225 9.15484 2.42842
H 2.38367 10.45285 0.39489
H 0.68411 10.67834 -0.07492
H 1.50933 9.13520 -0.12624
H 0.93315 10.69776 2.45384
H -0.29060 8.67308 3.26748
H -0.09222 7.89979 1.75801
H -1.03853 9.38503 1.90098
H 2.31915 8.25110 2.10803
C -8.17164 -0.52496 6.66886
C -6.70626 -0.64322 6.64162
C -6.11679 -0.41528 5.24771
O -6.15304 0.23856 7.52883
H -8.54497 -1.43165 6.19278
H -8.38651 0.42226 6.17418
H -8.62066 -0.54311 7.66191
H -6.45758 -1.63123 7.02904
H -6.50190 0.52085 4.84341
H -6.31654 -1.16753 4.48461
H -5.03157 -0.33398 5.30921
H -6.74623 0.20718 8.28297
C -6.64273 12.90915 -5.25762
O -5.84925 11.76871 -5.04847
C -6.44784 10.53656 -5.49265
C -5.46424 9.29903 -5.34753
N -4.06286 9.51959 -5.82481
C -3.18192 8.39391 -5.43336
C -1.80633 8.71873 -5.94524
O -1.12249 9.84320 -5.31016
C 0.09056 10.23964 -5.95966
H -6.20658 13.84540 -4.90934
H -7.54637 12.86350 -4.64979
H -6.85671 13.08582 -6.31171
H -6.74810 10.65129 -6.53417
H -7.40079 10.38826 -4.98473
H -5.86251 8.49455 -5.96583
H -5.53817 9.07834 -4.28267
H -3.61894 10.34311 -5.44421
H -3.63104 7.48374 -5.83084
H -3.12749 8.20693 -4.36090
H -1.78361 8.78540 -7.03296
H -1.16872 7.86187 -5.72767
H 0.53511 9.40743 -6.50546
H 0.85439 10.69279 -5.32775
H -0.13028 10.94353 -6.76207
C -1.68857 -5.39343 7.77049
O -0.53303 -5.71348 6.95226
C 0.06244 -6.89366 7.50150
C 1.22971 -7.33517 6.55983
N 0.71798 -7.93161 5.36121
C 1.77171 -8.42128 4.48125
C 1.14938 -8.67080 3.09593
O 0.59874 -7.39705 2.55863
C 0.38915 -7.33596 1.09972
H -2.35253 -6.22881 7.99274
H -2.20036 -4.59538 7.23262
H -1.41643 -4.80128 8.64421
H -0.59174 -7.76352 7.56059
H 0.43723 -6.61654 8.48681
H 1.84909 -8.02269 7.13584
H 1.84649 -6.45214 6.39267
H 0.28608 -7.17679 4.84759
H 2.09204 -9.40215 4.83253
H 2.58109 -7.69357 4.54003
H 0.34855 -9.40849 3.04530
H 1.96321 -9.09745 2.50962
H -0.24545 -8.16231 0.77953
H 1.30636 -7.42789 0.51804
H -0.09008 -6.39493 0.82968
C -2.14111 -3.56769 2.48740
O -1.42515 -2.39805 2.02697
C -0.15015 -2.29788 2.72987
C 0.64625 -1.08714 2.40348
N 1.19884 -1.03944 1.08085
C 0.25995 -1.11620 -0.04274
C -0.72276 0.06567 -0.04990
O -0.06487 1.32083 -0.09981
C -0.93516 2.40132 -0.09880
H -2.84901 -3.83411 1.70254
H -2.70713 -3.22494 3.35357
H -1.55178 -4.45634 2.71342
H 0.43608 -3.15010 2.38613
H -0.29310 -2.38883 3.80662
H 1.40771 -0.93960 3.16932
H 0.00649 -0.21859 2.55975
H 1.68884 -0.15748 1.03455
H -0.27093 -2.05921 -0.17312
H 0.86121 -1.09031 -0.95154
H -1.39255 -0.03774 0.80380
H -1.36738 -0.01093 -0.92551
H -1.47825 2.49802 0.84130
H -1.62415 2.39625 -0.94341
H -0.31583 3.29305 -0.19552
C 6.92041 2.16474 -1.34295
O 6.70499 3.38191 -2.05033
C 5.35287 3.63662 -2.37533
C 5.07608 4.98641 -3.02773
N 5.79097 6.01171 -2.24857
C 5.75567 7.37631 -2.85018
C 6.61158 8.43230 -2.07402
O 6.32176 9.75534 -2.52985
C 6.96189 10.68349 -1.74147
H 6.16585 1.88774 -0.60674
H 7.91088 2.25752 -0.89747
H 6.97886 1.34181 -2.05532
H 4.78235 3.59498 -1.44750
H 5.05479 2.83282 -3.04850
H 3.99880 5.14321 -3.08240
H 5.48041 4.97239 -4.03986
H 6.73582 5.65734 -2.29084
H 4.70036 7.64499 -2.89744
H 6.11688 7.24263 -3.86986
H 7.65390 8.25025 -2.33580
H 6.49872 8.25821 -1.00395
H 7.96483 10.58739 -2.15739
H 6.87400 10.49428 -0.67162
H 6.52600 11.63668 -2.04066
C 5.55076 -3.55603 -6.79109
O 6.85953 -3.09544 -6.44304
C 7.62302 -4.11177 -5.82056
C 9.12462 -3.86520 -5.91312
N 9.72286 -4.23590 -7.22018
C 11.11398 -3.79325 -7.38607
C 11.45203 -4.05550 -8.84305
O 10.81649 -3.19318 -9.71445
C 11.00914 -3.43568 -11.06120
H 5.05154 -2.74057 -7.31444
H 4.99922 -3.86194 -5.90209
H 5.55651 -4.39725 -7.48420
H 7.45905 -5.06956 -6.31438
H 7.41058 -4.18261 -4.75381
H 9.60847 -4.44033 -5.12368
H 9.29180 -2.82107 -5.64868
H 9.17745 -3.92477 -8.01127
H 11.84380 -4.28621 -6.74384
H 11.28679 -2.73197 -7.20739
H 11.19940 -5.11183 -8.93491
H 12.53468 -3.95500 -8.91940
H 12.07459 -3.46238 -11.28972
H 10.54134 -2.59456 -11.57286
H 10.44215 -4.32214 -11.34548
C 5.48941 5.13426 3.16367
C 4.08623 4.43649 3.17068
C 3.41758 4.53690 4.63773
O 4.16567 3.95386 5.73652
C 3.88334 4.59083 6.95874
N 3.34611 5.09766 2.14887
H 5.41923 6.20354 2.96405
H 6.31821 4.69122 2.61150
H 5.79830 5.10510 4.20858
H 4.27553 3.40262 2.88196
H 2.42691 4.08723 4.57082
H 3.35381 5.61969 4.74546
H 3.93939 5.67060 6.82068
H 4.52039 4.20266 7.75348
H 2.87023 4.26515 7.19461
H 3.92165 5.15990 1.32123
H 2.54128 4.54875 1.88228
C -6.32416 -2.08892 -0.66325
C -7.87302 -2.08779 -0.49663
C -8.40654 -3.41073 0.10499
O -8.20183 -3.35674 1.48073
C -8.55754 -4.56316 2.24739
N -8.28219 -0.87541 0.31388
H -5.94584 -2.73584 -1.45476
H -5.78051 -2.35835 0.24226
H -6.05556 -1.09255 -1.01427
H -8.31406 -1.88088 -1.47170
H -7.85151 -4.24327 -0.32738
H -9.47299 -3.50714 -0.09864
H -8.41555 -4.36396 3.30959
H -7.74626 -5.26953 2.07143
H -9.53876 -5.01374 2.09806
H -7.66433 -0.08610 0.19003
H -8.05547 -1.21785 1.23662
C 6.21230 -4.84100 3.08308
C 6.51763 -5.32893 1.61493
C 7.30593 -6.61540 1.61058
O 6.75655 -7.59740 2.52589
C 7.48594 -8.84169 2.51985
N 5.26625 -5.40310 0.87180
H 7.15464 -4.75167 3.62357
H 5.57057 -5.54936 3.60702
H 5.68408 -3.89448 3.19785
H 7.07929 -4.55309 1.09464
H 8.32992 -6.45058 1.94582
H 7.33926 -7.05574 0.61405
H 7.61261 -9.31684 1.54708
H 6.84766 -9.46316 3.14792
H 8.50738 -8.70004 2.87298
H 4.59369 -5.96652 1.37212
H 4.78834 -4.51332 0.87215
C -9.92704 8.60273 -0.96715
C -9.79173 7.09892 -1.27509
C -8.94295 6.22823 -0.31361
O -7.64731 6.79262 -0.23020
C -6.84819 6.27424 0.82131
N -11.01437 6.44835 -1.62931
H -8.93495 9.05407 -0.97946
H -10.17599 8.81854 0.07186
H -10.57148 9.15579 -1.65047
H -9.31966 6.97189 -2.24932
H -8.76904 5.18668 -0.58383
H -9.43965 6.13839 0.65247
H -5.87088 6.75579 0.85396
H -6.72246 5.21878 0.57986
H -7.22886 6.38515 1.83663
H -11.19442 6.61646 -2.60881
H -10.82157 5.45948 -1.55815
C -8.28407 -13.89528 -0.39012
C -8.93023 -12.51769 -0.52116
C -8.02606 -11.48626 -1.19391
O -6.77366 -11.34378 -0.52055
C -5.87063 -10.42533 -1.17070
N -10.18010 -12.75253 -1.24227
H -9.01148 -14.64023 -0.06761
H -7.44259 -13.80092 0.29626
H -7.88066 -14.19271 -1.35805
H -9.37000 -12.16470 0.41164
H -8.66917 -10.61729 -1.05458
H -7.96393 -11.88207 -2.20760
H -6.36994 -9.64475 -1.74471
H -5.06204 -10.85084 -1.76502
H -5.39537 -9.88361 -0.35291
H -10.06331 -13.03205 -2.20577
H -10.78371 -11.94809 -1.33522
C -1.48247 1.06943 -7.13138
C -1.48414 -0.37950 -7.61646
C -2.86935 -0.83288 -8.05834
O -3.74650 -0.85738 -6.93285
C -5.04579 -1.32883 -7.21002
N -0.55968 -0.63918 -8.70961
H -2.23319 1.20195 -6.35231
H -1.70121 1.71185 -7.98434
H -0.52060 1.30511 -6.67602
H -1.23888 -1.01013 -6.76191
H -2.80599 -1.83478 -8.48296
H -3.19059 -0.07348 -8.77123
H -5.61217 -0.64914 -7.84669
H -5.72623 -1.54860 -6.38734
H -5.06305 -2.24180 -7.80523
H -0.58507 -1.59653 -9.03045
H -0.98790 -0.18074 -9.50116
C 3.20135 -1.48697 9.14653
C 4.67469 -1.47402 9.33396
C 5.35068 -2.78050 9.84383
O 4.94199 -3.08708 11.20754
C 5.42598 -4.26471 11.80326
N 5.27348 -0.98742 8.06374
H 2.85344 -0.47998 8.91625
H 2.79088 -1.79498 10.10816
H 2.93270 -2.23627 8.40189
H 4.90848 -0.83319 10.18413
H 6.43128 -2.87195 9.73413
H 5.16441 -3.64694 9.20926
H 5.01796 -4.37470 12.80801
H 6.49845 -4.13058 11.94440
H 5.23146 -5.15121 11.19962
H 6.26878 -0.83745 8.14739
H 4.88023 -0.12118 7.72452
```

=====

[2]
Entry from the Open Molecules 2025 dataset: C36H54BN9OPtS3Si2 as an isolated structure in a non-equilibrium geometry (ωB97M-V with the def2-TZVPD basis set).

- net charge = 0
- calculated total energy (Ha) = -3890.2409
- relative energy (zero: lowest compared OMol25 entry of this formula, charge and spin) (kJ/mol) = 0.0
- F_max (eV Å⁻¹) = 1.3
- M (g mol⁻¹) = 987.15
- HOMO (eV) = -7.5
- frontier orbital gap (eV) = 7.2

XYZ file:
```
107
C36H54BN9OPtS3Si2 (ωB97M-V with the def2-TZVPD basis set)
Pt 0.47893 0.19764 0.01346
C -1.85587 -5.73716 -0.24250
C -0.71434 -4.85892 -0.75895
C 0.26246 -4.58448 0.37359
C 0.02726 -5.56382 -1.90231
N -1.34972 -3.61470 -1.32161
C -2.06371 -3.71388 -2.50031
C -2.71469 -2.55145 -2.68153
N -2.42543 -1.73421 -1.61608
B -3.23069 -0.40315 -1.46342
N -3.48136 0.00053 0.00179
C -4.50989 -0.58747 0.71150
C -4.53293 -0.04236 1.93920
N -3.51716 0.89642 1.99595
C -2.88918 0.92574 0.79117
S -1.54878 1.88982 0.33482
C -3.21195 1.74194 3.19413
C -4.18428 1.38126 4.31358
C -1.79012 1.44947 3.67099
C -3.39771 3.21367 2.83082
N -2.61525 0.74077 -2.31570
C -3.42715 1.71190 -2.83740
C -2.66454 2.54120 -3.57768
N -1.36784 2.07911 -3.50740
C -1.35240 0.98670 -2.70976
S 0.03394 -0.00448 -2.31890
C -0.20885 2.73117 -4.20358
C -0.72667 3.89298 -5.04625
C 0.75780 3.27211 -3.15858
C 0.46002 1.71524 -5.12893
C -1.57616 -2.37786 -0.79980
S -0.89991 -1.66412 0.63735
H -1.44956 -6.68375 0.11451
H -2.58482 -5.94882 -1.02541
H -2.36838 -5.24721 0.58677
H 0.69482 -5.54234 0.66533
H -0.22175 -4.15157 1.24430
H 1.06839 -3.92533 0.05865
H 0.72021 -6.29071 -1.48201
H 0.59901 -4.85337 -2.49651
H -0.65498 -6.10265 -2.56083
H -2.04867 -4.59904 -3.10689
H -3.36938 -2.23569 -3.47376
H -4.31518 -0.64500 -1.92969
H -5.12356 -1.35959 0.28321
H -5.18092 -0.25520 2.76597
H -4.08920 0.33532 4.60852
H -5.21998 1.58825 4.03844
H -3.93936 1.99320 5.17989
H -1.67713 0.38851 3.90534
H -1.58767 2.02557 4.57453
H -1.05654 1.72109 2.91736
H -4.42478 3.40241 2.51086
H -2.71969 3.51217 2.03451
H -3.19044 3.82643 3.70870
H -4.48451 1.72892 -2.64338
H -2.94705 3.39956 -4.15311
H -1.21294 4.65340 -4.43467
H -1.41298 3.56250 -5.82823
H 0.13166 4.35856 -5.52751
H 0.26679 4.02765 -2.54426
H 1.61162 3.72902 -3.66120
H 1.11795 2.49565 -2.48850
H -0.26241 1.29767 -5.83330
H 0.91293 0.90335 -4.56539
H 1.24271 2.22013 -5.69548
C 3.56279 0.23325 -1.50384
Si 2.45812 -0.96047 -0.57411
C 2.09720 -2.43591 -1.70784
C 3.44929 -1.69884 0.83838
C 4.83811 -1.78065 0.71849
C 5.59775 -2.46139 1.66159
C 4.98301 -3.06475 2.74866
C 3.60591 -2.97237 2.89864
C 2.85221 -2.29395 1.95299
H 4.17313 -0.30637 -2.23248
H 4.22321 0.76214 -0.81579
H 2.97350 0.98544 -2.02567
H 2.46717 -2.22977 -2.71427
H 1.03889 -2.67726 -1.79910
H 2.61971 -3.31260 -1.32065
H 5.34262 -1.31354 -0.11875
H 6.67349 -2.51146 1.54902
H 5.57646 -3.59304 3.48375
H 3.12025 -3.41960 3.75690
H 1.78094 -2.20044 2.10205
N 0.93783 0.21118 1.95016
C 1.20584 0.22125 3.07482
C 1.49952 0.18507 4.41964
C 0.98810 -0.88328 5.19780
N 0.56868 -1.76313 5.81516
C 2.29454 1.20700 4.99838
N 2.94098 2.03787 5.46888
C 2.57193 4.54459 -0.39078
Si 2.13290 3.06758 0.67565
C 3.71559 2.43729 1.46092
C 1.05503 3.72087 2.06707
O 1.41247 1.93418 -0.25761
H 3.15642 5.24875 0.20592
H 1.68468 5.06766 -0.75356
H 3.17518 4.25845 -1.25622
H 4.08444 3.15349 2.19786
H 4.49911 2.28150 0.71525
H 3.54841 1.48665 1.97598
H 1.52694 4.58718 2.53573
H 0.90685 2.96991 2.84433
H 0.07272 4.01880 1.69223
```